Entry 1:
Here is 7 unconnected molecules or ions with the total composition C22H35BO24P2 in a non-equilibrium geometry from the Open Molecules 2025 dataset. Energies are from the ωB97M-V functional and the def2-TZVPD basis.

## Properties
- Kohn-Sham gap: 9.71 eV
- Energy: -3372.805528 Ha
- E_LUMO: 0.176 eV
- SMILES string: CCB(O)[C@H](OC=O)PP(=O)(O)O.O=C1OCCO1.O=C1OCCO1.O=C1OCCO1.O=C1OCCO1.O=C1OCCO1.O=C1OCCO1

Positions of all 84 atoms, in Å:
H1 1.825 -0.878 2.720
O1 -0.894 -3.127 -6.239
O2 0.948 -1.155 -2.550
C1 -6.053 6.556 4.179
C2 1.868 -0.097 -0.088
C3 4.222 -1.327 1.854
H2 -6.661 7.456 4.154
O3 -6.064 5.914 2.901
O4 -0.631 -2.761 -8.414
O5 5.342 0.586 0.583
C4 -0.027 -3.154 -7.275
C5 1.634 -4.112 -4.090
H3 1.152 2.988 -4.062
O6 1.116 -3.479 -7.185
C6 -1.000 4.103 -2.075
H4 -0.249 1.097 -2.559
H5 2.986 1.733 0.199
O7 -3.378 -1.048 5.704
H6 1.459 2.792 -2.324
O8 1.862 -4.145 2.507
H7 -4.261 6.772 5.426
C7 -1.505 2.548 1.295
P1 2.575 -3.449 3.582
H8 5.226 -1.502 2.253
O9 2.474 -1.981 -3.981
H9 4.670 -3.455 4.061
O10 -0.367 4.126 2.511
H10 -0.606 -3.553 4.755
O11 -1.328 2.794 -2.025
H11 1.329 -0.805 0.545
C8 -1.374 -3.251 4.049
H12 6.030 0.654 1.254
H13 -1.782 1.758 1.997
H14 -2.513 -5.040 4.589
O12 3.980 -4.124 3.949
C9 0.696 2.998 -3.076
C10 0.528 3.352 1.878
C11 -2.093 -2.471 -6.667
O13 -3.362 -3.244 5.195
O14 -1.612 4.972 -1.537
C12 1.415 -2.076 -3.151
C13 2.808 0.818 0.765
O15 4.790 -4.218 0.098
O16 1.717 -3.451 4.941
H15 1.817 -5.122 -3.734
O17 3.901 -2.312 0.824
H16 -6.458 5.866 4.921
O18 0.120 4.285 -2.807
H17 -3.258 -4.064 3.307
O19 -0.092 2.483 1.042
H18 1.646 -2.555 5.300
P2 3.037 -1.335 3.251
H19 -1.813 4.697 1.144
H20 -2.469 -1.852 -8.737
H21 1.189 0.480 -0.706
H22 -4.260 7.784 3.967
C14 2.897 -3.311 -4.321
O20 0.967 -3.339 -3.078
H23 2.483 -0.725 -0.736
C15 -2.892 -1.976 5.142
C16 -4.848 5.364 2.687
H24 1.004 -4.145 -4.972
C17 -1.659 3.927 1.898
H25 3.246 -3.348 -5.349
H26 -2.446 3.986 2.637
C18 -4.573 6.827 4.388
H27 -0.968 -3.302 3.042
H28 -2.058 2.417 0.370
O21 -4.584 4.621 1.797
H29 -1.046 1.962 -3.889
H30 3.706 -3.602 -3.649
C19 -0.500 2.076 -2.949
O22 -3.969 5.775 3.631
B1 4.144 0.089 1.053
H31 -2.036 -1.419 -6.384
O23 1.713 3.406 2.023
H32 -2.507 -3.608 -8.483
O24 -1.790 -1.912 4.359
C20 4.926 -3.092 0.432
C21 -2.041 -2.673 -8.171
H33 5.905 -2.583 0.384
C22 -2.664 -4.029 4.222
H34 2.300 1.070 1.697
H35 -2.960 -2.923 -6.195

=====

Entry 2:
Here is a molecular structure, C5H12N2 in a non-equilibrium geometry from the Open Molecules 2025 dataset. Energies are from the ωB97M-V functional and the def2-TZVPD basis.

## Properties
- Kohn-Sham gap: 7.59 eV
- Energy: -307.106445 Ha
- E_LUMO: 0.860 eV
- Relative energy (zero: lowest compared OMol25 entry of this formula, charge and spin): 77.1 kcal/mol

Positions of all 19 atoms, in Å:
H1 -2.164 -1.173 -1.341
H2 0.737 -0.901 -1.311
H3 -0.870 -0.157 1.251
H4 -2.064 1.236 -0.974
N1 -1.568 1.198 -0.084
H5 1.374 -1.986 0.773
H6 1.335 -0.482 1.675
C1 -1.918 -1.268 -0.281
C2 0.768 -0.305 -0.403
H7 1.550 1.684 1.128
C3 0.865 1.083 -0.671
H8 -2.851 -1.347 0.283
C4 -1.151 -0.052 0.196
H9 0.514 1.486 -1.606
H10 2.672 -0.817 0.561
C5 1.592 -0.920 0.704
H11 1.140 2.942 0.059
H12 -1.350 -2.191 -0.134
N2 1.389 1.972 0.174

=====

Entry 3:
Here is 9 unconnected molecules or ions with the total composition C36H54N6O5 in a non-equilibrium geometry from the Open Molecules 2025 dataset. Energies are from the ωB97M-V functional and the def2-TZVPD basis.

## Properties
- Kohn-Sham gap: 8.46 eV
- Energy: -2108.782319 Ha
- E_LUMO: 0.551 eV
- SMILES string: c1cc[nH]c1.c1cc[nH]c1.c1cc[nH]c1.c1cc[nH]c1.c1cc[nH]c1.c1cc[nH]c1.CCOC(C)=O.CCOC(C)=O.C1CCOC1

Positions of all 101 atoms, in Å:
H1 9.565 15.029 10.527
H2 16.902 11.542 10.856
H3 8.513 14.379 13.315
C1 13.494 10.086 11.678
C2 15.063 8.903 7.662
H4 13.759 18.290 10.295
H5 10.996 12.927 9.172
H6 12.700 13.157 12.684
C3 14.317 10.879 10.840
H7 9.465 9.196 7.660
N1 13.784 17.212 7.167
H8 14.148 17.005 17.144
C4 13.397 7.394 7.556
H9 9.839 13.413 11.240
H10 15.993 8.165 9.467
O1 16.319 6.616 13.891
O2 7.882 14.991 9.061
C5 11.466 9.732 8.584
H11 16.585 13.943 9.467
C6 14.039 12.243 11.157
H12 10.103 15.030 13.199
C7 10.142 9.927 8.070
H13 12.011 10.583 13.024
C8 16.941 6.924 12.604
H14 14.111 5.654 15.586
H15 13.926 13.550 14.561
H16 18.028 14.799 8.949
C9 9.837 11.249 8.292
C10 13.688 17.708 9.361
H17 13.453 9.024 11.651
C11 17.856 12.692 8.246
C12 12.384 14.459 15.937
H18 17.890 13.550 11.442
C13 9.238 14.295 11.274
C14 14.975 6.602 13.774
H19 15.707 9.723 7.284
H20 13.854 6.493 9.495
C15 18.233 13.179 10.497
C16 12.506 15.591 16.762
H21 8.946 11.741 7.993
C17 7.260 14.453 9.887
H22 10.685 7.921 14.059
C18 9.293 10.374 12.420
C19 13.118 12.290 12.172
C20 9.694 9.821 13.614
H23 15.268 6.987 15.896
H24 8.711 15.972 12.590
H25 16.328 6.395 11.821
H26 9.502 9.786 10.412
H27 14.519 13.078 10.639
C21 10.322 8.470 11.933
N2 14.377 15.431 15.653
H28 9.552 10.240 14.577
H29 11.756 15.990 17.434
C22 10.347 8.652 13.294
C23 5.712 14.296 9.917
N3 11.887 10.957 9.047
C24 17.847 11.735 10.360
C25 14.478 6.612 15.267
N4 12.757 10.949 12.446
H30 18.823 6.967 13.535
O3 7.819 13.892 11.010
N5 9.662 9.590 11.377
H31 13.593 8.996 6.128
H32 18.584 11.022 10.730
C26 13.735 16.182 16.585
H33 13.559 7.272 15.247
C27 14.129 7.170 8.712
C28 18.353 6.468 12.685
N6 13.963 8.477 6.915
H34 15.159 15.721 15.093
H35 5.290 14.416 8.946
H36 5.218 13.398 10.324
H37 11.561 13.774 15.925
H38 8.779 11.321 12.238
O4 14.319 6.646 12.779
H39 14.969 10.451 10.051
H40 16.856 8.004 12.317
C29 13.324 16.379 9.193
H41 12.534 11.106 9.780
C30 15.235 8.094 8.729
C31 13.954 18.221 8.118
H42 12.873 15.710 9.930
H43 14.169 17.219 6.219
C32 9.146 14.964 12.658
H44 18.906 12.659 7.914
H45 18.422 5.435 12.972
H46 12.204 8.958 8.773
C33 13.580 14.358 15.255
H47 17.203 12.747 7.364
C34 17.636 13.810 9.259
H48 12.398 7.106 7.387
H49 19.272 13.453 10.570
H50 5.284 15.090 10.577
H51 18.806 6.759 11.715
C35 13.396 16.065 7.901
H52 14.216 19.220 7.749
O5 17.580 11.526 8.978
H53 13.176 15.106 7.389
H54 10.555 7.600 11.339
C36 10.907 11.887 8.896

=====

Entry 4:
Here is a molecular structure, C19H42NOP3SeW in a non-equilibrium geometry from the Open Molecules 2025 dataset. Energies are from the ωB97M-V functional and the def2-TZVPD basis.

## Properties
- Charge: +4
- Kohn-Sham gap (alpha / beta): 4.26 / 3.13 eV
- Energy: -4369.969809 Ha
- 2S+1: 3
- E_LUMO (alpha / beta): -15.351 / -16.315 eV
- Relative energy (zero: lowest compared OMol25 entry of this formula, charge and spin): 38.0 kcal/mol

Positions of all 68 atoms, in Å:
H1 1.855 2.160 -2.566
H2 1.072 -0.344 -5.060
H3 -2.143 2.708 1.274
C1 1.122 -1.659 1.947
O1 0.652 0.597 4.237
H4 0.943 4.083 -0.762
H5 0.479 1.620 1.956
H6 -2.468 -1.792 -2.620
Se1 -2.308 0.722 3.609
C2 -2.964 0.387 -1.112
C3 -2.253 1.719 0.814
H7 -3.695 0.886 3.504
H8 3.242 0.086 0.473
C4 1.801 -3.266 -0.249
C5 2.107 1.982 -1.510
H9 2.606 0.150 6.697
H10 -1.307 -0.768 -5.648
P1 0.579 1.709 -0.517
C6 -2.179 -2.102 -1.577
C7 -2.172 0.605 1.630
C8 -2.957 -0.729 -0.235
H11 1.783 0.294 -3.535
H12 1.526 2.936 1.353
H13 -0.482 3.593 -1.719
H14 -2.874 -2.883 -1.223
C9 -0.773 -2.519 -1.213
H15 -0.963 0.069 6.206
H16 -0.787 1.580 -5.042
H17 -2.693 -0.872 -4.515
H18 0.401 -0.924 2.315
N1 2.316 0.257 5.755
H19 -0.087 2.260 -3.534
H20 -0.624 3.808 0.050
C10 0.071 0.082 6.559
W1 -0.954 -0.557 -1.037
C11 0.031 3.460 -0.757
H21 1.063 -3.965 0.161
P2 1.366 -1.510 0.139
H22 1.851 -3.403 -1.333
H23 3.003 0.468 5.031
H24 -0.179 -3.004 -2.020
H25 3.772 -1.605 0.492
H26 -3.381 0.265 -2.096
H27 2.815 1.147 -1.447
H28 -2.092 -1.608 1.504
H29 2.103 1.254 1.376
H30 0.310 -0.882 7.032
H31 -1.443 -2.157 -4.521
H32 2.603 2.890 -1.124
C12 -1.618 -1.073 -4.633
H33 3.381 -0.832 -1.053
C13 -2.197 -0.671 0.952
H34 0.752 -2.666 2.183
C14 1.081 -0.438 -3.961
C15 3.096 -0.890 0.003
H35 2.069 -1.500 2.483
H36 2.781 -3.521 0.176
H37 -1.852 1.961 -3.634
C16 -0.861 1.592 -3.942
C17 1.227 1.887 1.196
H38 -0.796 -3.218 -0.359
H39 -2.573 2.464 -1.229
C18 -2.551 1.610 -0.549
P3 -0.626 -0.125 -3.412
H40 1.408 -1.450 -3.681
H41 0.184 0.868 7.323
C19 1.003 0.340 5.424
H42 -3.598 -1.564 -0.432